# 1
2 unconnected molecules or ions with the total composition C6H18N2O in a non-equilibrium geometry. Source: the OMol25 dataset; level of theory: wB97M-V/def2-TZVPD.

CARTESIAN COORDINATES (ANGSTROEM)
1 N -0.12 -0.77 -2.52
2 C 0.62 -0.80 -1.30
3 C 1.39 -2.13 -1.23
4 C -0.29 -0.67 -0.03
5 N 0.17 0.00 1.18
6 C 0.43 1.41 0.93
7 C -0.67 2.35 1.40
8 C 1.36 -0.63 1.80
9 H -0.60 -1.56 -2.90
10 H -0.59 0.08 -2.77
11 H 1.37 -0.02 -1.25
12 H 1.81 -2.26 -0.25
13 H 0.72 -2.97 -1.43
14 H 2.14 -2.10 -2.01
15 H -0.71 -1.62 0.26
16 H -1.12 -0.09 -0.40
17 H 0.71 1.62 -0.11
18 H 1.32 1.68 1.50
19 H -1.49 2.25 0.67
20 H -0.46 3.42 1.30
21 H -1.07 2.15 2.39
22 H 1.43 -0.20 2.80
23 H 1.20 -1.71 1.81
24 H 2.26 -0.40 1.23
25 H -3.20 1.65 -0.77
26 H -3.10 0.24 -0.23
27 O -3.52 1.09 -0.06

Calculated values
- Energy relative to the best compared isomer or geometry (same formula, charge and spin): 23.0 kcal per mole
- Electronic energy: -11540.709 eV
- SMILES: CCN(C)C[C@@H](C)N.O
- Gap between HOMO and LUMO: 8.8761 eV
- M: 134.22 u

Results of the Mulliken charge analysis, in e, for atoms 1 through 8: -0.621, 0.805, -1.490, -0.851, 0.129, -0.332, -1.191, -1.159

***

# 2
3 unconnected molecules or ions with the total composition C3H13NO2S in a non-equilibrium geometry. Source: the OMol25 dataset; level of theory: wB97M-V/def2-TZVPD.

CARTESIAN COORDINATES (ANGSTROEM)
1 C 0.14 -1.69 -0.66
2 C -0.81 -0.63 0.01
3 C -2.18 -0.84 0.70
4 S -3.32 0.64 0.69
5 N 1.49 -1.00 -0.58
6 H -0.04 -2.08 -1.66
7 H 0.07 -2.53 0.13
8 H -0.25 -0.12 0.85
9 H -1.10 0.25 -0.68
10 H -2.27 -0.82 1.76
11 H -2.71 -1.77 0.28
12 H -3.04 1.15 1.92
13 H 1.63 -0.62 -1.59
14 H 2.21 -1.76 -0.45
15 H 1.31 2.05 0.24
16 H 1.07 2.38 -1.37
17 O 0.67 2.30 -0.45
18 H 5.80 -0.71 0.08
19 H 6.34 0.69 0.04
20 O 5.66 0.13 -0.40

Calculated values
- Energy relative to the best compared isomer or geometry (same formula, charge and spin): 52.3 kcal per mole
- Electronic energy: -19740.175 eV
- SMILES: NCCCS.O.O
- Gap between HOMO and LUMO: 9.4475 eV
- M: 127.21 u

Results of the Mulliken charge analysis, in e, for atoms 1 through 8: -0.547, -0.106, -0.647, -0.234, -0.528, 0.312, 0.263, 0.105

***

# 3
A single C14H20N2O2S molecule in a non-equilibrium geometry. Source: the OMol25 dataset; level of theory: wB97M-V/def2-TZVPD.

CARTESIAN COORDINATES (ANGSTROEM)
1 C 2.71 3.99 -0.54
2 C 3.38 3.38 -1.78
3 C 2.79 1.95 -1.95
4 N 1.82 1.79 -0.86
5 C 1.04 0.68 -0.75
6 C 0.09 0.47 0.19
7 C -0.86 -0.74 0.11
8 C -1.99 -0.66 1.13
9 C -2.64 -1.87 1.39
10 C -3.76 -1.94 2.24
11 C -4.20 -0.75 2.87
12 C -3.49 0.46 2.67
13 C -2.38 0.49 1.83
14 C 1.65 2.97 -0.05
15 H 3.45 4.16 0.25
16 H 2.24 4.95 -0.78
17 H 3.17 3.98 -2.69
18 H 4.47 3.31 -1.68
19 H 2.32 1.84 -2.94
20 H 3.59 1.19 -1.91
21 H 1.38 -0.12 -1.39
22 H 0.11 1.16 1.03
23 H -1.24 -0.97 -0.93
24 H -2.20 -2.79 1.02
25 H -4.27 -2.92 2.36
26 H -5.13 -0.80 3.44
27 H -3.85 1.38 3.17
28 H -1.79 1.40 1.77
29 H 1.79 2.73 1.01
30 H 0.66 3.41 -0.18
31 C 0.32 -4.64 -0.71
32 S -0.19 -3.07 -1.47
33 N -0.31 -1.98 0.07
34 O 0.91 -2.50 -2.23
35 O -1.49 -3.27 -2.08
36 H 0.14 -5.46 -1.44
37 H 1.39 -4.61 -0.45
38 H -0.31 -4.81 0.17
39 H 0.67 -1.80 0.07

Calculated values
- Energy relative to the best compared isomer or geometry (same formula, charge and spin): 112.9 kcal per mole
- Electronic energy: -32749.638 eV
- SMILES: CS(=O)(=O)N[C@H](/C=C/N1CCCC1)c1ccccc1
- Gap between HOMO and LUMO: 8.1895 eV
- M: 280.39 u

Results of the Mulliken charge analysis, in e, for atoms 1 through 8: -0.522, -0.490, -0.668, 0.145, -0.458, -0.916, 1.217, -0.141

***

# 4
5 unconnected molecules or ions with the total composition C14H20Br8O2. Source: the OMol25 dataset; level of theory: wB97M-V/def2-TZVPD.

CARTESIAN COORDINATES (ANGSTROEM)
1 Br -2.62 4.07 1.27
2 C -3.33 2.79 2.53
3 C -2.26 2.37 3.49
4 Br -3.02 1.19 4.81
5 H -3.69 1.92 1.97
6 H -4.22 3.19 3.01
7 H -1.81 3.21 4.01
8 H -1.48 1.81 2.98
9 Br 4.03 1.80 -0.69
10 C 3.94 2.89 -2.27
11 C 4.52 2.15 -3.42
12 Br 4.33 3.22 -5.01
13 H 4.44 3.84 -2.11
14 H 2.89 3.13 -2.45
15 H 3.99 1.21 -3.61
16 H 5.57 1.93 -3.27
17 Br 5.96 -2.23 -2.47
18 C 4.18 -2.45 -1.73
19 C 4.24 -3.38 -0.56
20 Br 2.42 -3.77 0.04
21 H 3.57 -2.85 -2.53
22 H 3.78 -1.48 -1.46
23 H 4.77 -2.94 0.29
24 H 4.70 -4.34 -0.77
25 Br -4.63 -3.82 1.10
26 C -4.94 -2.00 1.70
27 C -6.27 -1.94 2.40
28 Br -6.49 -0.20 3.21
29 H -4.90 -1.38 0.82
30 H -4.12 -1.67 2.34
31 H -6.33 -2.69 3.18
32 H -7.08 -2.11 1.70
33 C -0.33 1.16 -0.16
34 C 0.53 1.11 -1.17
35 C 0.92 -0.18 -1.79
36 O 1.76 -0.23 -2.68
37 C 0.28 -1.41 -1.26
38 C -0.60 -1.35 -0.28
39 C -0.95 -0.06 0.38
40 O -1.67 -0.02 1.34
41 H -0.49 2.08 0.38
42 H 1.07 1.99 -1.50
43 H 0.52 -2.34 -1.75
44 H -1.17 -2.23 0.01

Calculated values
- Electronic energy: -579276.936 eV
- SMILES: O=C1C=CC(=O)C=C1.BrCCBr.BrCCBr.BrCCBr.BrCCBr
- Gap between HOMO and LUMO: 8.4076 eV
- M: 859.54 u

Results of the Mulliken charge analysis, in e, for atoms 1 through 8: -0.170, -0.461, -0.439, -0.167, 0.210, 0.440, 0.440, 0.151

***

# 5
A molecular structure, C24H25IrN5O5S2 in a non-equilibrium geometry. Source: the OMol25 dataset; level of theory: wB97M-V/def2-TZVPD.

CARTESIAN COORDINATES (ANGSTROEM)
1 Ir 1.04 -0.30 0.79
2 O 4.73 -0.83 2.46
3 C 3.74 -0.72 1.79
4 N 2.50 -0.25 2.17
5 C 2.19 0.23 3.41
6 O 2.90 0.36 4.38
7 C 0.72 0.63 3.47
8 C 0.18 1.09 4.65
9 C -1.17 1.41 4.70
10 C -1.93 1.24 3.56
11 C -1.33 0.77 2.40
12 N -0.02 0.48 2.36
13 C 3.74 -1.09 0.32
14 C 4.89 -1.55 -0.27
15 C 4.92 -1.76 -1.64
16 C 3.78 -1.47 -2.38
17 C 2.64 -1.05 -1.71
18 N 2.61 -0.89 -0.39
19 H 0.84 1.17 5.50
20 H -1.62 1.78 5.61
21 H -2.99 1.45 3.55
22 H -1.88 0.59 1.49
23 H 5.75 -1.72 0.37
24 H 5.81 -2.12 -2.14
25 H 3.76 -1.59 -3.45
26 H 1.72 -0.85 -2.24
27 C -1.09 -4.54 2.26
28 C -0.55 -3.42 1.40
29 S 0.51 -2.30 2.24
30 C -0.81 -3.29 0.11
31 C -1.63 -4.27 -0.69
32 S -0.19 -1.94 -0.81
33 H -0.87 -4.34 3.31
34 H -0.65 -5.51 2.01
35 H -2.18 -4.62 2.16
36 H -2.09 -5.03 -0.06
37 H -0.99 -4.79 -1.42
38 H -2.41 -3.76 -1.25
39 C -1.06 0.48 -3.90
40 C -2.21 1.29 -3.30
41 C -1.80 2.14 -2.08
42 C -3.02 2.90 -1.54
43 C -2.69 3.80 -0.35
44 C -0.79 3.17 -2.53
45 O -1.06 4.04 -3.34
46 N 0.44 3.07 -1.97
47 C 0.89 2.10 -1.05
48 O 2.05 2.19 -0.70
49 N 0.01 1.12 -0.63
50 C -1.31 1.17 -1.00
51 O -2.16 0.46 -0.49
52 H -1.41 -0.10 -4.76
53 H -0.66 -0.22 -3.17
54 H -0.26 1.14 -4.25
55 H -3.00 0.62 -2.97
56 H -2.63 1.97 -4.05
57 H -3.75 2.14 -1.24
58 H -3.45 3.49 -2.35
59 H -2.19 3.23 0.44
60 H -3.60 4.23 0.07
61 H -2.04 4.62 -0.65
62 H 1.13 3.75 -2.24

Calculated values
- Energy relative to the best compared isomer or geometry (same formula, charge and spin): 35.2 kcal per mole
- Electronic energy: -67496.813 eV
- Gap between HOMO and LUMO: 5.8902 eV
- M: 719.85 u
- Charge: -1

Results of the Mulliken charge analysis, in e, for atoms 1 through 8: 0.588, -0.712, 0.142, 0.157, 0.214, -0.711, 0.423, -0.634

***

# 6
A molecular structure, C52H71GeKN4O6P2. Source: the OMol25 dataset; level of theory: wB97M-V/def2-TZVPD.

CARTESIAN COORDINATES (ANGSTROEM)
1 K 0.14 -0.53 -0.42
2 C 2.97 2.51 0.92
3 C 2.31 2.32 2.29
4 C 1.16 1.31 2.34
5 N 1.53 0.05 1.74
6 C 2.33 -0.78 2.33
7 C 2.70 -0.70 3.72
8 C 3.73 -1.28 4.42
9 C 4.79 -2.07 3.98
10 C 4.97 -2.49 2.66
11 C 4.14 -2.42 1.57
12 C 2.79 -1.92 1.45
13 N 1.95 -2.31 0.54
14 C 2.35 -3.37 -0.37
15 C 3.08 -2.89 -1.65
16 C 2.17 -2.39 -2.78
17 N 1.65 -1.07 -2.51
18 C 2.04 -0.06 -3.22
19 C 3.02 -0.07 -4.29
20 C 3.02 0.67 -5.44
21 C 2.12 1.63 -5.90
22 C 1.11 2.21 -5.14
23 C 0.82 2.10 -3.80
24 C 1.48 1.29 -2.81
25 N 1.58 1.53 -1.54
26 C 1.16 2.78 -0.97
27 C 2.25 3.41 -0.10
28 H 3.14 1.53 0.46
29 H 3.95 2.95 1.10
30 H 1.95 3.29 2.67
31 H 3.08 1.97 2.99
32 H 0.32 1.71 1.76
33 H 0.80 1.23 3.38
34 H 2.06 -0.04 4.30
35 H 3.74 -1.04 5.48
36 H 5.55 -2.33 4.70
37 H 5.92 -2.99 2.47
38 H 4.55 -2.85 0.66
39 H 1.44 -3.89 -0.69
40 H 2.98 -4.11 0.14
41 H 3.65 -3.74 -2.03
42 H 3.79 -2.10 -1.39
43 H 1.31 -3.08 -2.84
44 H 2.70 -2.46 -3.73
45 H 3.82 -0.80 -4.18
46 H 3.83 0.43 -6.13
47 H 2.24 1.98 -6.92
48 H 0.47 2.91 -5.68
49 H 0.02 2.72 -3.42
50 H 0.26 2.60 -0.36
51 H 0.87 3.53 -1.73
52 H 1.83 4.28 0.41
53 H 3.01 3.79 -0.79
54 C 0.11 -3.61 3.46
55 C -0.11 -4.17 2.07
56 C 0.36 -5.59 1.90
57 O -1.57 -4.12 1.82
58 P -2.08 -3.82 0.36
59 O -1.11 -3.97 -0.73
60 C -2.72 -2.14 0.50
61 P -3.19 -1.25 -1.01
62 O -2.27 -0.17 -1.38
63 O -3.38 -2.37 -2.10
64 C -2.91 -2.18 -3.48
65 C -1.45 -2.55 -3.57
66 C -3.81 -3.05 -4.33
67 O -4.63 -0.66 -0.69
68 C -5.81 -1.33 -0.21
69 C -6.03 -2.70 -0.82
70 C -6.96 -0.39 -0.52
71 O -3.37 -4.74 0.21
72 C -3.94 -5.55 1.26
73 C -4.65 -4.69 2.28
74 C -4.88 -6.52 0.57
75 H 1.18 -3.57 3.66
76 H -0.37 -4.23 4.22
77 H -0.27 -2.59 3.53
78 H 0.37 -3.51 1.35
79 H -0.14 -6.25 2.61
80 H 1.44 -5.64 2.06
81 H 0.16 -5.94 0.88
82 H -1.89 -1.59 0.96
83 H -3.53 -2.13 1.23
84 H -3.05 -1.13 -3.73
85 H -1.30 -3.58 -3.23
86 H -0.83 -1.89 -2.98
87 H -1.13 -2.47 -4.61
88 H -3.71 -4.10 -4.03
89 H -3.52 -2.96 -5.37
90 H -4.86 -2.76 -4.23
91 H -5.70 -1.42 0.87
92 H -6.17 -2.62 -1.90
93 H -6.94 -3.13 -0.38
94 H -5.21 -3.38 -0.63
95 H -7.10 -0.31 -1.60
96 H -6.76 0.61 -0.13
97 H -7.88 -0.76 -0.07
98 H -3.13 -6.09 1.74
99 H -5.44 -4.09 1.80
100 H -3.95 -4.02 2.78
101 H -5.12 -5.32 3.04
102 H -5.68 -5.98 0.07
103 H -5.32 -7.20 1.30
104 H -4.34 -7.11 -0.17
105 C -1.83 5.05 -0.69
106 Ge -2.25 3.64 0.61
107 C -4.17 3.78 1.06
108 C -4.99 2.66 1.21
109 C -6.31 2.79 1.63
110 C -6.83 4.05 1.90
111 C -6.03 5.17 1.74
112 C -4.71 5.04 1.33
113 C -1.26 4.01 2.26
114 C -0.47 5.13 2.34
115 C 0.26 5.45 3.51
116 C 0.21 4.61 4.59
117 C -0.55 3.42 4.55
118 C -0.56 2.51 5.63
119 C -1.26 1.34 5.56
120 C -2.02 1.04 4.41
121 C -2.03 1.91 3.35
122 C -1.30 3.12 3.38
123 H -2.10 6.03 -0.28
124 H -2.39 4.88 -1.61
125 H -0.77 5.05 -0.94
126 H -4.60 1.68 0.98
127 H -6.93 1.91 1.75
128 H -7.86 4.15 2.23
129 H -6.43 6.16 1.95
130 H -4.10 5.93 1.23
131 H -0.39 5.80 1.49
132 H 0.86 6.34 3.54
133 H 0.79 4.83 5.48
134 H 0.03 2.74 6.51
135 H -1.24 0.64 6.39
136 H -2.57 0.11 4.35
137 H -2.60 1.66 2.46

Calculated values
- Energy relative to the best compared isomer or geometry (same formula, charge and spin): 21.3 kcal per mole
- Electronic energy: -164745.278 eV
- Expectation value of S²: 0.752
- Gap between HOMO and LUMO (alpha / beta): 4.8349 / 4.0981 eV
- M: 1021.82 u
- Charge: -1
- Spin multiplicity: 2

Results of the Mulliken charge analysis, in e, for atoms 1 through 8: 1.240, -0.950, -0.639, 0.882, 0.961, 0.178, -0.707, -0.387

***

# 7
2 unconnected molecules or ions with the total composition C9H13NO2 in a non-equilibrium geometry. Source: the OMol25 dataset; level of theory: wB97M-V/def2-TZVPD.

CARTESIAN COORDINATES (ANGSTROEM)
1 C 3.43 -0.13 -0.78
2 C 2.16 0.09 1.37
3 C 2.24 0.35 0.01
4 C 1.10 0.65 2.09
5 C 0.14 1.43 1.46
6 C 1.22 1.06 -0.61
7 C 0.15 1.61 0.09
8 O -0.92 1.96 2.17
9 H 2.83 -0.52 1.95
10 H 1.11 0.56 3.16
11 H 3.99 -0.91 -0.28
12 H 4.12 0.71 -0.88
13 H 1.40 1.34 -1.63
14 H -0.65 2.35 3.01
15 H -0.69 1.93 -0.50
16 H 3.17 -0.34 -1.81
17 C -1.87 -1.62 -2.70
18 C -2.14 -1.52 -1.22
19 O -1.52 -0.79 -0.50
20 N -3.14 -2.36 -0.81
21 H -2.79 -1.85 -3.25
22 H -1.06 -2.28 -2.99
23 H -3.21 -2.60 0.17
24 H -3.79 -2.86 -1.40
25 H -1.70 -0.59 -3.07

Calculated values
- Energy relative to the best compared isomer or geometry (same formula, charge and spin): 17.3 kcal per mole
- Electronic energy: -15128.883 eV
- SMILES: Cc1ccc(O)cc1.CC(N)=O
- Gap between HOMO and LUMO: 8.9117 eV
- M: 167.21 u

Results of the Mulliken charge analysis, in e, for atoms 1 through 8: -1.484, -0.533, 0.677, -0.553, 0.501, -0.410, -0.404, -0.550

***

# 8
4 unconnected molecules or ions with the total composition C2H11O3S in a non-equilibrium geometry. Source: the OMol25 dataset; level of theory: wB97M-V/def2-TZVPD.

CARTESIAN COORDINATES (ANGSTROEM)
1 C 2.12 -0.64 -0.09
2 C 1.20 -1.01 -1.23
3 S -0.60 -1.01 -0.91
4 H 3.11 -0.31 -0.42
5 H 2.33 -1.51 0.55
6 H 1.64 0.03 0.63
7 H 1.45 -2.00 -1.65
8 H 1.39 -0.44 -2.14
9 H -0.25 -0.22 1.45
10 H -1.45 0.46 2.07
11 O -0.49 0.38 2.19
12 H -1.14 2.20 -1.25
13 H -0.36 1.72 -0.10
14 O -0.50 2.53 -0.60
15 H -2.46 0.52 0.12
16 H -2.90 -0.82 0.66
17 O -3.10 0.12 0.72

Calculated values
- Energy relative to the best compared isomer or geometry (same formula, charge and spin): 10.4 kcal per mole
- Electronic energy: -19231.846 eV
- Gap between HOMO and LUMO: 7.1712 eV
- M: 115.17 u
- Charge: -1

Results of the Mulliken charge analysis, in e, for atoms 1 through 8: -0.922, -0.475, -0.652, 0.336, 0.251, 0.202, 0.277, 0.241